# 1
Below is a cluster of 4 separate species, C32H66NO15P4 in total at a distorted geometry, with properties calculated with wB97M-V/def2-TZVPD.

The frontier orbital gap is 7.972 eV. For the HOMO energy, the calculation gives -0.4168 hartree. As for the maximum force: 9.64 eV/Å.

```
! wB97M-V def2-TZVPD RIJCOSX def2/J DEFGRID3
* xyz 1 1
C 6.336 -3.173 -0.810
C 5.839 -3.374 -2.311
O 6.629 -3.015 -3.228
N 4.564 -3.992 -2.749
C 4.270 -5.290 -2.071
P 3.216 -2.877 -2.795
C 3.187 -2.213 -4.594
C 1.517 -3.614 -2.510
C 1.240 -4.272 -1.083
C 1.507 -3.343 0.179
C 2.847 -3.145 0.919
C 3.068 -2.264 2.177
C 1.817 -1.538 2.750
C 0.451 -1.691 2.031
C 0.262 -2.579 0.762
C 3.478 -1.299 -1.732
C 4.199 -0.130 -2.569
O 5.314 -0.292 -3.105
O 3.577 1.142 -2.675
H 6.178 -2.096 -0.420
H 5.894 -3.905 -0.055
H 7.479 -3.333 -0.811
H 5.198 -5.978 -2.062
H 3.478 -5.863 -2.681
H 3.946 -5.184 -0.982
H 2.676 -1.182 -4.617
H 2.648 -2.945 -5.287
H 4.286 -2.146 -4.903
H 0.696 -2.838 -2.715
H 1.375 -4.449 -3.300
H 1.779 -5.271 -0.894
H 0.115 -4.543 -1.057
H 3.766 -3.693 0.512
H 4.119 -2.171 2.636
H 1.952 -0.910 3.686
H -0.457 -1.160 2.482
H -0.760 -2.682 0.263
H 2.406 -0.976 -1.440
H 4.140 -1.492 -0.823
H 4.270 1.777 -2.353
O -4.346 -2.908 0.676
P -5.865 -2.832 0.491
O -6.229 -2.965 2.100
C -5.994 -1.840 2.934
C -7.034 -0.757 2.711
O -6.093 -4.423 0.082
C -5.042 -5.191 -0.486
C -4.310 -5.971 0.591
O -7.557 -2.674 0.241
C -7.934 -1.763 -0.793
C -7.381 -2.178 -2.146
H -4.985 -1.449 2.771
H -6.050 -2.190 3.968
H -6.906 -0.296 1.727
H -6.944 0.029 3.465
H -8.044 -1.171 2.748
H -4.362 -4.561 -1.064
H -5.497 -5.893 -1.192
H -3.956 -5.323 1.395
H -3.453 -6.503 0.170
H -4.981 -6.700 1.052
H -7.591 -0.758 -0.533
H -9.025 -1.747 -0.833
H -6.287 -2.119 -2.159
H -7.762 -1.522 -2.934
H -7.652 -3.210 -2.379
O 5.992 4.837 1.578
P 6.129 3.370 1.997
O 5.408 3.522 3.480
C 3.999 3.682 3.526
C 3.282 2.377 3.227
O 7.708 3.450 2.492
C 8.581 4.459 1.998
C 8.622 5.641 2.949
O 6.265 1.687 2.329
C 6.074 0.833 1.205
C 7.097 1.092 0.110
H 3.682 4.467 2.832
H 3.746 4.012 4.536
H 3.410 2.097 2.177
H 2.211 2.468 3.424
H 3.687 1.561 3.832
H 8.300 4.762 0.986
H 9.580 4.018 1.928
H 7.624 6.030 3.160
H 9.231 6.449 2.537
H 9.048 5.339 3.910
H 5.059 0.965 0.818
H 6.170 -0.197 1.558
H 6.967 2.090 -0.323
H 6.988 0.360 -0.697
H 8.114 1.040 0.503
O -3.623 4.087 0.445
P -4.785 4.141 -0.551
O -5.941 3.526 0.462
C -6.440 4.363 1.496
C -7.376 5.423 0.948
O -4.414 2.741 -1.361
C -3.092 2.222 -1.356
C -2.935 1.182 -0.262
O -6.025 4.319 -1.727
C -5.922 5.485 -2.544
C -4.630 5.508 -3.342
H -5.612 4.821 2.046
H -6.985 3.721 2.193
H -6.823 6.158 0.355
H -7.879 5.954 1.760
H -8.130 4.980 0.293
H -2.354 3.022 -1.265
H -2.925 1.750 -2.330
H -3.227 1.570 0.715
H -1.900 0.834 -0.204
H -3.581 0.322 -0.462
H -5.998 6.377 -1.916
H -6.774 5.481 -3.227
H -3.760 5.599 -2.681
H -4.618 6.357 -4.030
H -4.506 4.585 -3.913
*
```

Here are the Mulliken charges for atoms 1 to 2, given in e: number 1, C, carries -0.497; number 2, C, carries 0.317

=====

# 2
Below is a cluster of 6 separate species, C32H67BrN8O in total at a distorted geometry, with properties calculated with wB97M-V/def2-TZVPD.

The frontier orbital gap is 5.958 eV. For the HOMO energy, the calculation gives -0.4579 hartree. As for the maximum force: 5.25 eV/Å.

```
! wB97M-V def2-TZVPD RIJCOSX def2/J DEFGRID3
* xyz 4 1
C -6.082 1.647 -8.860
C -6.496 2.035 -7.397
N -5.559 1.492 -6.353
C -5.184 2.003 -5.157
C -4.147 1.238 -4.590
N -4.018 0.130 -5.445
C -4.845 0.356 -6.511
C -3.239 -1.018 -5.133
H -6.235 0.600 -9.124
H -5.020 1.871 -8.958
H -6.604 2.256 -9.598
H -7.451 1.711 -6.984
H -6.545 3.118 -7.277
H -5.663 2.931 -4.881
H -3.490 1.364 -3.742
H -4.905 -0.341 -7.334
H -2.422 -1.131 -5.846
H -3.893 -1.885 -5.227
H -2.802 -0.990 -4.135
C -1.823 -7.642 5.245
C -1.966 -6.289 4.547
N -2.821 -6.434 3.359
C -2.620 -5.819 2.128
C -3.784 -5.978 1.399
N -4.649 -6.808 2.051
C -4.076 -6.964 3.324
C -5.778 -7.496 1.524
H -1.177 -7.493 6.110
H -1.459 -8.456 4.618
H -2.787 -7.984 5.620
H -1.043 -5.927 4.095
H -2.441 -5.534 5.173
H -1.720 -5.229 2.041
H -3.908 -5.629 0.384
H -4.580 -7.378 4.185
H -5.962 -8.394 2.114
H -5.633 -7.724 0.468
H -6.624 -6.822 1.657
C 10.596 -1.603 4.359
C 10.731 -0.452 3.450
N 9.448 0.071 3.028
C 8.518 -0.548 2.213
C 7.458 0.338 2.017
N 7.803 1.488 2.712
C 9.078 1.367 3.221
C 6.881 2.526 2.943
H 10.101 -1.219 5.251
H 11.556 -2.003 4.687
H 10.085 -2.426 3.860
H 11.348 -0.709 2.589
H 11.265 0.335 3.983
H 8.668 -1.545 1.825
H 6.480 0.148 1.599
H 9.689 2.097 3.730
H 6.001 2.491 2.301
H 7.399 3.472 2.787
H 6.447 2.486 3.943
C -6.785 4.505 3.237
C -5.428 3.861 2.883
C -4.947 2.908 3.985
C -3.662 2.081 3.710
N -2.481 2.268 4.756
C -2.944 1.659 6.101
C -1.854 0.564 6.437
C -1.272 0.158 5.051
C -1.162 1.520 4.415
C -2.122 3.743 5.105
H -6.582 5.109 4.122
H -7.625 3.855 3.481
H -7.147 5.102 2.400
H -4.725 4.631 2.566
H -5.654 3.268 1.996
H -5.658 2.103 4.170
H -4.928 3.312 4.997
H -3.232 2.301 2.733
H -4.027 1.059 3.812
H -3.008 2.459 6.838
H -3.951 1.246 6.050
H -1.132 1.020 7.114
H -2.339 -0.293 6.905
H -0.313 -0.344 5.182
H -1.855 -0.498 4.404
H -0.320 2.064 4.842
H -1.052 1.492 3.331
H -1.214 3.907 5.686
H -3.034 4.194 5.496
H -1.903 4.125 4.108
C 3.786 0.688 -7.644
N 4.754 1.555 -6.803
C 5.315 0.610 -5.753
C 5.858 2.095 -7.757
C 4.014 2.739 -6.153
C 3.148 2.488 -4.925
O 2.180 1.502 -5.194
H 2.993 0.204 -7.072
H 4.454 -0.053 -8.082
H 3.216 1.259 -8.376
H 5.697 -0.353 -6.092
H 4.471 0.404 -5.095
H 6.025 1.056 -5.057
H 6.406 2.896 -7.261
H 5.466 2.564 -8.659
H 6.499 1.225 -7.901
H 3.475 3.242 -6.956
H 4.861 3.321 -5.791
H 2.565 3.397 -4.775
H 3.534 2.254 -3.933
H 2.063 1.106 -4.328
Br 1.475 -1.275 -0.294
*
```

Here are the Mulliken charges for atoms 1 to 2, given in e: number 1, C, carries -1.170; number 2, C, carries -0.341

=====

# 3
Below is a cluster of 4 separate species, C32H67Cl2FN4O7 in total at a distorted geometry, with properties calculated with wB97M-V/def2-TZVPD.

The frontier orbital gap is 8.133 eV. For the HOMO energy, the calculation gives -0.2901 hartree. As for the maximum force: 5.84 eV/Å.

```
! wB97M-V def2-TZVPD RIJCOSX def2/J DEFGRID3
* xyz 0 1
C -6.967 1.265 2.209
C -5.751 0.530 1.477
C -6.148 -0.487 0.264
C -4.359 0.698 1.793
C -3.750 0.473 3.285
C -2.315 1.210 3.406
C -1.083 0.131 3.482
C -1.100 -0.404 5.012
C 0.252 0.967 3.270
C 1.481 0.333 2.503
C 1.304 -0.929 1.570
C 2.832 -1.382 1.160
C 2.896 -2.804 0.443
O 4.016 -3.382 0.411
F 1.827 -3.475 -0.215
C 0.637 -0.639 0.105
C -0.492 0.479 0.068
O 0.022 1.855 0.173
C -1.147 0.407 -1.452
N -0.820 1.584 -2.297
O 0.663 -2.113 2.079
C 1.016 -2.525 3.369
O 2.076 -2.337 4.008
C -0.091 -3.468 4.124
Cl 0.310 -3.455 5.934
C -0.069 -4.995 3.616
C 0.734 -5.244 2.249
Cl -1.860 -5.458 3.343
H -7.205 2.309 1.766
H -6.806 1.437 3.335
H -7.951 0.666 2.111
H -6.077 0.121 -0.702
H -7.211 -0.853 0.473
H -5.380 -1.349 0.281
H -3.674 0.996 0.910
H -3.651 -0.646 3.506
H -4.469 1.026 3.988
H -2.155 1.748 2.389
H -2.256 2.005 4.223
H -1.344 -0.655 2.700
H -1.599 0.421 5.649
H -1.770 -1.332 5.111
H -0.046 -0.658 5.410
H -0.037 1.957 2.738
H 0.616 1.306 4.318
H 1.952 1.171 1.850
H 2.310 0.100 3.282
H 3.252 -0.562 0.464
H 3.531 -1.407 2.068
H 0.146 -1.623 -0.259
H 1.443 -0.338 -0.669
H -1.392 0.297 0.767
H -0.753 2.404 0.457
H -2.285 0.347 -1.371
H -0.792 -0.593 -1.922
H 0.192 1.718 -2.418
H -1.298 2.439 -1.993
H -1.121 -3.027 3.906
H 0.280 -5.658 4.482
H 0.204 -4.698 1.399
H 0.688 -6.383 2.048
H 1.828 -4.931 2.356
C 3.342 -2.762 -5.761
C 2.022 -2.013 -5.601
C 2.151 -0.706 -4.793
O 2.251 -0.896 -3.384
C 3.559 -1.194 -2.920
N 1.029 -2.919 -5.009
H 3.649 -3.273 -4.846
H 3.252 -3.527 -6.537
H 4.144 -2.081 -6.059
H 1.681 -1.743 -6.607
H 1.234 -0.126 -4.944
H 2.976 -0.083 -5.160
H 4.330 -0.674 -3.497
H 3.728 -2.272 -2.943
H 3.630 -0.871 -1.879
H 0.127 -2.446 -4.989
H 1.267 -3.025 -4.021
C 5.249 1.136 -10.717
C 4.151 0.087 -10.573
C 4.014 -0.467 -9.141
O 5.014 -1.419 -8.782
C 6.234 -0.848 -8.339
N 4.387 -0.986 -11.548
H 6.250 0.700 -10.712
H 5.141 1.672 -11.665
H 5.193 1.874 -9.912
H 3.204 0.576 -10.827
H 3.062 -1.008 -9.079
H 3.960 0.339 -8.399
H 6.076 0.078 -7.777
H 6.897 -0.670 -9.188
H 6.726 -1.569 -7.683
H 3.604 -1.637 -11.513
H 5.174 -1.539 -11.205
C -3.069 5.863 8.582
C -3.570 4.423 8.638
C -3.119 3.568 7.436
O -3.850 3.811 6.237
C -3.395 4.927 5.488
N -5.033 4.433 8.776
H -3.611 6.470 7.855
H -3.195 6.346 9.556
H -2.005 5.897 8.332
H -3.146 3.968 9.540
H -3.305 2.517 7.683
H -2.041 3.658 7.259
H -2.310 5.051 5.549
H -3.902 5.834 5.823
H -3.666 4.766 4.442
H -5.355 3.475 8.905
H -5.420 4.696 7.868
*
```

Here are the Mulliken charges for atoms 1 to 2, given in e: number 1, C, carries -1.021; number 2, C, carries 0.408

=====

# 4
Below is a cluster of 2 separate species, C32H67Si4 in total at a distorted geometry, with properties calculated with wB97M-V/def2-TZVPD.

The frontier orbital gap is 5.494 eV. For the HOMO energy, the calculation gives -0.4100 hartree. As for the maximum force: 1.81 eV/Å.

```
! wB97M-V def2-TZVPD RIJCOSX def2/J DEFGRID3
* xyz 1 1
C -7.882 3.343 -2.086
C -6.477 3.035 -1.575
C -6.293 1.559 -1.216
C -4.920 1.218 -0.593
Si -3.767 0.087 -1.598
C -3.324 -1.425 -0.584
C -4.638 -0.434 -3.174
C -2.162 0.939 -2.105
Si -0.901 1.378 -0.775
H -0.378 0.061 0.007
C 0.473 2.320 -1.664
Si 1.605 1.303 -2.781
C 3.107 2.334 -3.201
C 2.151 -0.262 -1.902
C 0.681 0.841 -4.371
C 1.342 1.265 -5.685
C 0.468 0.879 -6.884
C 1.048 1.311 -8.225
C -1.708 2.549 0.448
Si -0.700 3.275 1.866
C -0.547 5.139 1.722
C -1.647 2.898 3.444
C 1.073 2.613 1.978
C 1.322 1.682 3.176
C 2.619 2.017 3.916
C 2.895 1.087 5.089
H -7.983 4.413 -2.289
H -8.092 2.802 -3.015
H -8.639 3.063 -1.347
H -5.738 3.326 -2.333
H -6.270 3.644 -0.686
H -7.078 1.286 -0.494
H -6.483 0.949 -2.110
H -4.379 2.139 -0.335
H -5.104 0.682 0.350
H -2.784 -2.151 -1.209
H -2.686 -1.173 0.273
H -4.235 -1.910 -0.209
H -3.962 -1.048 -3.787
H -5.534 -1.032 -2.956
H -4.941 0.433 -3.777
H -1.681 0.275 -2.839
H -2.437 1.857 -2.660
H 0.000 3.089 -2.303
H 1.098 2.874 -0.946
H 3.814 1.766 -3.823
H 2.824 3.245 -3.747
H 3.630 2.637 -2.282
H 2.782 -0.863 -2.573
H 2.746 -0.015 -1.011
H 1.303 -0.882 -1.585
H 0.550 -0.253 -4.374
H -0.329 1.278 -4.319
H 1.519 2.350 -5.695
H 2.329 0.791 -5.788
H 0.325 -0.208 -6.873
H -0.523 1.327 -6.750
H 0.367 1.016 -9.030
H 1.175 2.397 -8.272
H 2.016 0.838 -8.411
H -2.114 3.417 -0.103
H -2.573 2.045 0.907
H 0.077 5.531 2.540
H -0.088 5.439 0.770
H -1.537 5.609 1.796
H -1.085 3.204 4.337
H -2.595 3.454 3.435
H -1.880 1.827 3.527
H 1.349 2.087 1.052
H 1.730 3.498 2.041
H 0.487 1.713 3.889
H 1.368 0.642 2.818
H 3.452 1.980 3.204
H 2.563 3.053 4.277
H 3.787 1.426 5.624
H 2.059 1.084 5.798
H 3.068 0.056 4.758
C 0.191 -3.735 3.964
C 1.002 -4.585 3.077
C 2.376 -4.834 3.134
C 2.924 -6.089 2.655
C 2.050 -7.274 2.383
C 4.288 -6.224 2.473
C 5.189 -5.195 2.790
C 6.645 -5.356 2.503
C 4.680 -4.051 3.414
C 3.330 -3.870 3.654
C 2.906 -2.652 4.410
H -0.835 -4.120 3.990
H 0.548 -3.702 5.003
H 0.134 -2.704 3.587
H 0.406 -5.235 2.441
H 2.644 -8.054 1.887
H 1.656 -7.712 3.312
H 1.198 -7.025 1.744
H 4.680 -7.156 2.059
H 7.193 -4.462 2.814
H 7.064 -6.228 3.020
H 6.815 -5.506 1.430
H 5.382 -3.269 3.717
H 3.794 -2.071 4.688
H 2.249 -2.002 3.816
H 2.387 -2.910 5.344
*
```

Here are the Mulliken charges for atoms 1 to 2, given in e: number 1, C, carries -1.330; number 2, C, carries -0.266